# 1
Molecular formula: C23H38HgO12
Method: DFT, the ωB97M-V functional and the def2-TZVPD basis

XYZ file:
```
74
Properties=species:S:1:pos:R:3
Hg -0.28 0.20 0.11
C 3.69 -1.93 -0.69
C 3.10 -0.56 -0.16
O 1.82 -0.33 -0.58
H 3.22 -2.86 -0.37
H 4.72 -2.01 -0.35
H 3.66 -2.16 -1.76
H 3.78 0.20 -0.52
H 3.11 -0.68 0.93
C -3.56 0.71 0.63
O -2.33 0.86 1.30
H -4.27 1.53 0.64
H -3.33 0.49 -0.42
H -4.12 -0.14 1.02
O 0.55 0.13 2.48
C 0.67 0.52 3.61
O 0.97 -0.25 4.66
C 1.02 0.36 5.94
C 0.19 1.68 5.55
C 0.44 1.90 4.11
H 2.05 0.68 6.10
H 0.71 -0.19 6.83
H 0.36 2.51 6.23
H -0.84 1.39 5.75
H 1.39 2.43 4.00
H -0.30 2.50 3.58
O -0.56 1.29 -1.92
C -0.97 2.10 -2.76
O -0.24 3.28 -3.00
C -0.63 3.79 -4.28
C -2.09 3.42 -4.39
C -2.11 2.04 -3.71
H 0.05 3.46 -5.06
H -0.40 4.85 -4.26
H -2.43 3.39 -5.43
H -2.62 4.22 -3.89
H -2.03 1.17 -4.35
H -3.03 1.81 -3.17
O -0.56 -2.07 1.00
C -0.20 -3.14 1.42
O -0.99 -4.23 1.34
C -0.48 -5.38 1.95
C 1.05 -5.01 2.22
C 1.15 -3.49 2.16
H -0.61 -6.24 1.29
H -0.97 -5.59 2.90
H 1.58 -5.61 1.49
H 1.28 -5.24 3.26
H 2.02 -3.15 1.60
H 0.92 -2.85 3.00
O 0.55 2.47 0.32
C 1.64 3.05 0.20
O 2.41 3.43 1.20
C 3.58 4.09 0.89
C 3.72 3.77 -0.60
C 2.30 3.63 -1.05
H 4.40 3.79 1.55
H 3.46 5.15 1.09
H 4.23 2.83 -0.80
H 4.30 4.51 -1.15
H 2.11 2.93 -1.86
H 1.88 4.59 -1.33
O -1.43 -1.28 -1.58
C -2.21 -1.97 -2.25
O -2.55 -1.66 -3.51
C -3.36 -2.63 -4.11
C -3.97 -3.37 -2.97
C -2.93 -3.24 -1.87
H -2.79 -3.31 -4.74
H -4.13 -2.14 -4.71
H -4.22 -4.38 -3.30
H -4.91 -2.94 -2.62
H -2.23 -4.07 -1.92
H -3.43 -3.04 -0.92
```

Calculated values
LUMO: 0.720 eV
Strongest force on any atom: 4.4 eV/A
HOMO energy: -6.542 eV
HOMO-LUMO gap: 7.26 eV
Energy: -53207.2738 eV

Löwdin atomic charge list, values in e, 6 entries: 1.198, -0.109, -0.454, -0.376, 0.033, 0.051

=====

# 2
Molecular formula: C23H39AsIrO3PSi3
Method: DFT, the ωB97M-V functional and the def2-TZVPD basis

XYZ file:
```
71
Properties=species:S:1:pos:R:3
Ir -0.87 0.39 0.30
O -3.89 -1.80 -1.75
C -3.19 -0.81 -1.62
O -1.99 -0.78 -1.16
C -3.80 0.53 -2.12
P -2.98 2.13 -1.76
C -2.54 1.92 0.02
C -1.44 2.60 0.61
C -1.42 2.86 2.00
C -2.44 2.41 2.81
C -3.50 1.69 2.25
C -3.56 1.46 0.90
C -1.36 2.03 -2.64
C -0.98 0.94 -3.42
C 0.21 0.97 -4.14
C 1.03 2.09 -4.08
C 0.65 3.19 -3.33
C -0.55 3.17 -2.64
H -4.82 0.59 -1.74
H -3.90 0.46 -3.21
H -0.75 3.16 -0.01
H -0.60 3.43 2.42
H -2.42 2.63 3.87
H -4.30 1.33 2.89
H -4.41 0.92 0.49
H -1.59 0.05 -3.45
H 0.48 0.12 -4.74
H 1.96 2.11 -4.64
H 1.27 4.07 -3.31
H -0.87 4.06 -2.11
C 4.27 0.29 0.72
Si 3.30 0.89 -0.79
C 3.06 2.76 -0.67
C 4.24 0.49 -2.38
As 1.18 -0.16 -0.88
Si 1.56 -2.50 -0.62
C 2.21 -2.79 1.13
C 2.92 -2.94 -1.87
C -0.03 -3.45 -0.93
H 5.18 0.89 0.85
H 4.56 -0.75 0.61
H 3.67 0.38 1.62
H 3.94 3.24 -0.23
H 2.19 3.01 -0.05
H 2.90 3.20 -1.66
H 5.14 1.09 -2.48
H 3.60 0.68 -3.25
H 4.53 -0.56 -2.42
H 3.28 -2.55 1.21
H 2.06 -3.82 1.44
H 1.66 -2.14 1.82
H 3.90 -2.64 -1.50
H 2.74 -2.44 -2.83
H 2.96 -4.02 -2.06
H -0.87 -2.92 -0.48
H 0.01 -4.45 -0.50
H -0.24 -3.54 -1.99
C -1.38 -0.26 4.79
Si -1.26 -1.37 3.26
C -0.37 -2.96 3.79
C -3.00 -1.90 2.72
O -0.43 -0.66 2.08
H -1.54 -0.86 5.69
H -2.20 0.45 4.72
H -0.46 0.31 4.92
H -0.91 -3.43 4.62
H 0.65 -2.76 4.13
H -0.32 -3.68 2.97
H -3.36 -2.74 3.32
H -2.99 -2.21 1.67
H -3.73 -1.09 2.81
```

Calculated values
LUMO (spin up / spin down): 0.372 / -2.124 eV
Strongest force on any atom: 1.9 eV/A
HOMO energy (spin up / spin down): -7.627 / -8.278 eV
2S+1: 5
HOMO-LUMO gap (spin up / spin down): 8.00 / 6.15 eV
Energy: -127227.1725 eV

Löwdin atomic charge list, values in e, 6 entries: 1.059, 0.047, -0.705, -0.257, -0.282, 1.077

=====

# 3
Molecular formula: C23H39Cl2N2O10PS
Method: DFT, the ωB97M-V functional and the def2-TZVPD basis

XYZ file:
```
78
Properties=species:S:1:pos:R:3
C 5.10 -2.05 1.15
C 5.02 -1.24 -0.29
O 6.00 -0.33 -0.50
N 3.91 -1.49 -1.29
C 3.75 -2.99 -1.55
C 4.09 -0.70 -2.57
C 2.71 -0.73 -3.51
C 1.81 0.64 -3.37
C 0.67 0.60 -2.19
O 1.08 -0.17 -1.00
C 0.37 0.31 0.21
O 0.98 1.25 0.93
C -1.06 -0.42 0.56
C -2.43 0.53 0.45
C -2.25 2.13 0.05
C -1.81 3.01 1.41
C -1.21 4.51 1.00
C 0.37 4.65 1.47
S 1.35 5.11 -0.06
O 1.04 4.21 -1.30
O 2.90 5.06 0.24
O 0.91 6.73 -0.54
C -3.89 -0.15 0.75
C -5.33 0.66 0.64
Cl -5.36 2.28 1.54
C -5.77 0.75 -0.95
C -4.92 -0.31 -1.92
Cl -5.78 2.49 -1.62
N -4.00 -1.64 1.15
C -2.77 -2.56 1.28
P -3.18 -4.37 1.82
O -3.27 -5.44 0.45
O -2.08 -4.94 3.05
C -1.22 -2.02 0.98
C 0.07 -3.03 1.10
C 1.33 -2.44 1.97
C 0.92 -1.56 3.28
O 0.60 -2.36 4.49
H 5.12 -1.30 2.08
H 6.16 -2.60 1.18
H 4.28 -2.89 1.25
H 2.78 -3.35 -0.98
H 4.66 -3.62 -1.15
H 3.60 -3.26 -2.68
H 4.20 0.43 -2.24
H 5.05 -1.02 -3.19
H 3.11 -0.87 -4.62
H 2.02 -1.65 -3.29
H 2.56 1.53 -3.21
H 1.26 0.79 -4.40
H -0.29 0.06 -2.63
H 0.46 1.71 -1.86
H -1.36 2.31 -0.73
H -3.20 2.60 -0.44
H -2.74 3.24 2.11
H -1.05 2.41 2.10
H -1.39 4.73 -0.14
H -1.83 5.33 1.60
H 0.73 3.66 1.97
H 0.46 5.53 2.23
H 0.93 6.70 -1.56
H -6.16 -0.02 1.16
H -6.90 0.37 -1.02
H -5.46 -0.34 -2.99
H -3.81 0.02 -2.10
H -4.93 -1.41 -1.52
H -4.97 -2.04 1.34
H -4.11 -5.13 -0.05
H -1.54 -5.68 2.62
H 0.48 -3.18 -0.02
H -0.16 -4.10 1.49
H 2.06 -1.83 1.25
H 1.99 -3.36 2.35
H 0.07 -0.77 3.11
H 1.89 -0.93 3.58
H 0.56 -1.66 5.23
O 3.43 2.37 -1.71
H 3.37 3.26 -1.43
```

Calculated values
LUMO: -3.118 eV
Strongest force on any atom: 8.7 eV/A
HOMO energy: -5.233 eV
HOMO-LUMO gap: 2.11 eV
Energy: -93083.7617 eV

Löwdin atomic charge list, values in e, 6 entries: -0.055, -0.290, -0.062, -0.141, -0.111, -0.179

=====

# 4
Molecular formula: C23H39Cl2N3O4P2S7
Method: DFT, the ωB97M-V functional and the def2-TZVPD basis

XYZ file:
```
80
Properties=species:S:1:pos:R:3
C -0.47 -5.00 2.64
C -1.05 -4.82 1.19
C -1.84 -3.48 0.97
C -1.06 -2.37 0.15
P 0.56 -2.18 1.10
S 2.00 -3.35 0.51
C -0.85 -3.00 -1.27
S -1.83 -2.13 -2.53
O -1.20 -2.43 -3.79
O -3.17 -2.65 -2.57
O -1.79 -0.53 -2.37
C -1.47 -0.05 -1.06
C 0.03 0.43 -1.07
C 1.02 -0.44 -1.86
C 2.26 0.48 -2.20
S 3.63 -0.03 -1.10
C 4.25 1.44 -0.29
S 3.43 2.86 -0.27
N 5.52 1.25 0.30
C 6.62 1.72 -0.54
C 7.89 0.94 -0.04
O 7.85 0.72 1.37
C 7.14 1.76 2.04
C 5.61 1.75 1.67
P -2.41 1.62 -0.93
S -3.36 1.98 -2.60
C -1.87 -1.00 0.11
C -3.41 -1.20 0.28
C -3.88 -1.15 1.79
C -4.41 0.26 2.23
S -5.98 0.70 1.40
C -5.82 2.41 0.90
S -6.55 2.87 -0.47
N -5.14 3.41 1.66
C -5.73 4.52 2.28
C -4.74 5.22 2.91
N -3.50 4.60 2.68
C -3.81 3.57 1.96
H -0.68 -4.14 3.30
H 0.63 -5.09 2.59
H -0.84 -5.91 3.14
H -1.79 -5.64 1.10
H -0.30 -5.03 0.41
H -2.77 -3.78 0.44
H -2.11 -3.11 1.98
H 0.16 -2.38 2.45
H 1.04 -0.85 1.06
H -1.18 -4.05 -1.35
H 0.19 -2.97 -1.62
H 0.01 1.39 -1.63
H 0.38 0.72 -0.06
H 1.45 -1.30 -1.30
H 0.65 -0.80 -2.82
H 2.03 1.55 -2.11
H 2.61 0.30 -3.23
H 6.39 1.44 -1.57
H 6.77 2.81 -0.40
H 7.79 -0.07 -0.49
H 8.82 1.41 -0.39
H 7.30 1.61 3.12
H 7.62 2.71 1.75
H 5.14 1.05 2.38
H 5.27 2.80 1.81
H -1.49 2.68 -0.69
H -3.40 1.56 0.07
H -1.55 -0.48 1.05
H -3.78 -2.11 -0.21
H -4.00 -0.39 -0.20
H -3.04 -1.33 2.48
H -4.66 -1.91 1.96
H -3.63 1.02 2.14
H -4.63 0.17 3.31
H -6.79 4.76 2.25
H -4.83 6.12 3.52
H -2.99 2.92 1.68
Cl 3.17 1.54 -6.00
C 1.49 1.11 -6.35
Cl 0.57 0.81 -4.87
H 1.02 1.93 -6.89
H 1.47 0.21 -6.96
```

Calculated values
LUMO: -1.000 eV
Strongest force on any atom: 4.4 eV/A
SMILES string: CCC[C@@]1([PH2]=S)CS(=O)(=O)O[C@@](CCCSC(=S)N2CCOCC2)([PH2]=S)[C@H]1CCCSC(=S)n1ccnc1.ClCCl
HOMO energy: -8.836 eV
HOMO-LUMO gap: 7.84 eV
Energy: -156608.5133 eV

Löwdin atomic charge list, values in e, 6 entries: -0.129, -0.263, -0.201, -0.496, 0.486, 0.231

=====

# 5
Molecular formula: C23H39IrN7O5
Method: DFT, the ωB97M-V functional and the def2-TZVPD basis

XYZ file:
```
75
Properties=species:S:1:pos:R:3
Ir 0.08 0.14 0.37
C -0.70 4.43 1.68
C -1.53 3.18 1.72
C -3.00 3.29 2.01
O -0.89 2.18 2.35
C -1.45 2.73 -0.15
O -2.22 3.41 -0.72
O -0.57 1.89 -0.47
H -0.71 4.84 2.69
H -1.14 5.16 1.00
H 0.33 4.22 1.40
H -3.10 3.70 3.02
H -3.50 2.32 1.97
H -3.49 3.97 1.32
H -1.52 1.56 2.75
C 2.61 0.95 3.80
C 1.50 0.30 3.04
O 1.50 0.50 1.80
C 0.54 -0.55 3.70
C 0.77 -0.92 5.05
C -0.07 -1.77 5.71
C -1.19 -2.29 5.03
C -1.45 -1.96 3.73
C -0.59 -1.08 3.04
O -0.93 -0.79 1.79
H 3.14 1.63 3.14
H 3.32 0.20 4.17
H 2.23 1.48 4.66
H 1.64 -0.53 5.57
H 0.12 -2.05 6.73
H -1.86 -2.96 5.55
H -2.31 -2.35 3.21
C 2.74 -1.75 -0.21
N 2.78 -1.16 -1.54
C 2.91 -2.08 -2.66
C 2.43 0.14 -1.72
N 1.57 0.74 -0.92
N 2.99 0.82 -2.74
C 2.43 2.08 -3.20
C 4.33 0.50 -3.25
H 3.26 -2.71 -0.26
H 1.72 -1.95 0.15
H 3.25 -1.11 0.51
H 2.16 -2.87 -2.58
H 3.90 -2.54 -2.68
H 2.75 -1.55 -3.60
H 1.66 1.75 -0.94
H 1.34 2.04 -3.18
H 2.74 2.24 -4.23
H 2.78 2.92 -2.60
H 4.80 -0.24 -2.62
H 4.93 1.41 -3.23
H 4.28 0.13 -4.27
C -1.37 -2.23 -0.76
N -1.23 -0.74 -1.03
C -2.64 -0.18 -1.02
N -3.50 -0.85 -1.96
C -3.56 -2.28 -1.65
N -2.22 -2.87 -1.72
C -1.68 -2.68 -3.07
N -1.60 -1.26 -3.40
C -0.73 -0.61 -2.46
C -2.94 -0.68 -3.31
H -1.77 -2.34 0.25
H -0.36 -2.66 -0.80
H -2.58 0.88 -1.29
H -3.02 -0.30 0.00
H -4.21 -2.77 -2.37
H -3.97 -2.41 -0.65
H -2.34 -3.18 -3.78
H -0.69 -3.13 -3.13
H -0.67 0.46 -2.67
H 0.26 -1.06 -2.49
H -3.59 -1.17 -4.03
H -2.90 0.39 -3.55
```

Calculated values
Charge: +2
LUMO (spin up / spin down): -7.132 / -8.412 eV
Strongest force on any atom: 0.8 eV/A
HOMO energy (spin up / spin down): -14.093 / -14.094 eV
2S+1: 2
HOMO-LUMO gap (spin up / spin down): 6.96 / 5.68 eV
Energy: -47975.3073 eV

Löwdin atomic charge list, values in e, 6 entries: 1.501, 0.026, -0.432, 0.021, 0.067, -0.444

=====

# 6
Molecular formula: C23H39NO4
Method: DFT, the ωB97M-V functional and the def2-TZVPD basis

XYZ file:
```
67
Properties=species:S:1:pos:R:3
C 2.13 -2.35 5.10
C 1.47 -2.06 3.75
C 1.60 -0.59 3.36
C 0.93 -0.31 2.02
C 0.92 1.17 1.62
C 2.30 1.79 1.38
C 3.12 1.12 0.27
C 2.44 1.05 -1.10
C 2.10 2.42 -1.67
C 1.57 2.37 -3.10
C 0.05 2.18 -3.28
C -0.24 2.11 -4.79
C -0.72 3.38 -2.71
C -0.37 0.82 -2.70
O -0.15 -0.21 -3.29
N -0.98 0.87 -1.48
C -1.56 -0.21 -0.80
C -2.83 -0.01 -0.23
O -3.35 1.24 -0.40
C -4.61 1.52 0.16
C -3.45 -1.03 0.46
C -2.83 -2.27 0.58
O -3.54 -3.22 1.26
C -2.98 -4.49 1.43
C -1.57 -2.47 0.04
C -0.92 -1.44 -0.63
O 0.35 -1.53 -1.09
C 0.98 -2.79 -1.13
H 2.03 -3.40 5.36
H 3.19 -2.10 5.06
H 1.67 -1.75 5.88
H 0.41 -2.33 3.80
H 1.93 -2.68 2.98
H 2.65 -0.32 3.31
H 1.13 0.03 4.13
H -0.11 -0.65 2.06
H 1.43 -0.88 1.24
H 0.43 1.74 2.42
H 0.32 1.28 0.72
H 2.17 2.84 1.14
H 2.88 1.75 2.31
H 3.38 0.10 0.58
H 4.06 1.67 0.18
H 3.13 0.55 -1.78
H 1.55 0.43 -1.04
H 1.39 2.92 -1.02
H 3.02 3.03 -1.67
H 1.83 3.31 -3.61
H 2.07 1.56 -3.63
H -1.32 2.06 -4.96
H 0.15 2.98 -5.30
H 0.21 1.22 -5.21
H -0.48 3.58 -1.67
H -0.46 4.27 -3.28
H -1.80 3.23 -2.80
H -1.35 1.77 -1.18
H -5.39 0.88 -0.26
H -4.60 1.41 1.25
H -4.83 2.56 -0.10
H -4.43 -0.91 0.91
H -2.04 -4.45 2.00
H -3.71 -5.07 1.99
H -2.79 -4.98 0.47
H -1.08 -3.42 0.15
H 0.39 -3.51 -1.70
H 1.17 -3.18 -0.12
H 1.93 -2.62 -1.64
```

Calculated values
LUMO: 0.679 eV
Strongest force on any atom: 0.6 eV/A
SMILES string: CCCCCCCCCCC(C)(C)C(=O)Nc1c(OC)cc(OC)cc1OC
HOMO energy: -7.776 eV
HOMO-LUMO gap: 8.45 eV
Energy: -34164.1792 eV

Löwdin atomic charge list, values in e, 6 entries: -0.119, -0.276, -0.223, -0.211, -0.195, -0.207